{"formula": "C35H27Cl5NO7P2Rb", "method": "ωB97M-V with the def2-TZVPD basis set", "e_above_lowest_kj_mol": 67.7, "charge": -2, "orbital_gap_ev": 6.982, "total_energy_ha": -4939.1861, "elements": ["Rb", "O", "C", "O", "C", "O", "C", "C", "O", "O", "H", "H", "H", "H", "H", "Cl", "C", "C", "C", "Cl", "C", "Cl", "C", "Cl", "C", "Cl", "O", "N", "O", "C", "P", "C", "C", "C", "C", "C", "C", "C", "C", "C", "C", "C", "C", "P", "C", "C", "C", "C", "C", "C", "C", "C", "C", "C", "C", "C", "H", "H", "H", "H", "H", "H", "H", "H", "H", "H", "H", "H", "H", "H", "H", "H", "H", "H", "H", "H", "H", "H"], "xyz": [[2.70961, -0.27121, -0.45883], [-0.11867, 3.90163, 1.21250], [0.69793, 2.84794, 1.34621], [0.92604, 2.05644, 0.47086], [1.27036, 2.80283, 2.74815], [2.13989, 1.73774, 2.95168], [3.41235, 1.98927, 2.34570], [4.11281, 0.69422, 1.88793], [3.87600, -0.34798, 2.53050], [4.83050, 0.82591, 0.86837], [-0.07112, 4.16767, 0.27665], [0.43770, 2.73170, 3.45397], [1.74919, 3.77990, 2.90789], [4.05962, 2.47934, 3.08548], [3.30540, 2.64895, 1.48246], [1.02773, 7.06520, 0.91727], [2.16071, 6.43042, -0.30830], [2.08010, 5.10037, -0.64425], [3.00826, 4.70046, -1.58797], [3.02580, 3.01175, -2.10628], [3.94130, 5.54604, -2.18640], [5.07015, 4.98341, -3.37697], [3.96240, 6.88870, -1.80682], [5.10836, 7.97828, -2.52487], [3.06253, 7.34662, -0.84931], [3.09295, 9.02198, -0.38278], [3.16301, -2.67430, -1.94620], [1.92590, -2.70724, -2.07783], [1.39795, -1.63268, -2.46274], [-1.71821, -2.25025, -0.76086], [-0.97632, -0.57543, -0.47269], [-2.26516, 0.23022, 0.56488], [-3.57216, 0.45361, 0.12885], [-4.50421, 1.04527, 0.96647], [-4.13806, 1.42626, 2.25295], [-2.84115, 1.21685, 2.69328], [-1.90817, 0.62253, 1.85088], [-1.29228, 0.23352, -2.08434], [-1.54186, -0.45418, -3.26864], [-1.69578, 0.23453, -4.46507], [-1.59060, 1.61720, -4.49788], [-1.31617, 2.31073, -3.32667], [-1.16496, 1.62391, -2.13258], [-2.04829, -3.16300, 0.81579], [-0.35123, -3.21936, 1.49347], [0.69930, -3.79105, 0.77917], [2.00746, -3.63443, 1.21301], [2.27833, -2.88633, 2.35253], [1.23631, -2.31737, 3.07365], [-0.07496, -2.49708, 2.65390], [-2.22699, -4.88067, 0.18390], [-1.98596, -5.93851, 1.06454], [-2.19489, -7.25296, 0.67968], [-2.65950, -7.54222, -0.59815], [-2.90465, -6.50287, -1.48174], [-2.68996, -5.18498, -1.09359], [-0.98484, -2.78058, -1.37817], [-2.66236, -2.16458, -1.30916], [-3.85007, 0.16934, -0.88014], [-5.51565, 1.21673, 0.61750], [-4.86375, 1.89496, 2.90678], [-2.54725, 1.52337, 3.68969], [-0.88809, 0.46630, 2.18409], [-1.57835, -1.53504, -3.27693], [-1.87823, -0.31847, -5.37890], [-1.69581, 2.15057, -5.43485], [-1.19495, 3.38661, -3.34257], [-0.91259, 2.16194, -1.22632], [0.50930, -4.31084, -0.15152], [2.81594, -4.03453, 0.61452], [3.29459, -2.67498, 2.65038], [1.46953, -1.68641, 3.92123], [-0.89311, -2.03858, 3.20010], [-1.61167, -5.72499, 2.05957], [-1.98787, -8.05499, 1.37795], [-2.81986, -8.56915, -0.90248], [-3.25532, -6.71283, -2.48498], [-2.87423, -4.39116, -1.80656]], "forces_ev_per_angstrom": [[-0.15, 0.14, 0.02], [-0.08, -0.06, 0.02], [-0.14, 0.01, 0.07], [0.08, -0.07, 0.01], [0.11, 0.02, 0.02], [-0.04, 0.01, -0.01], [0.15, -0.07, 0.11], [0.07, 0.04, 0.14], [-0.03, 0.02, -0.01], [0.19, 0.12, 0.24], [0.19, 0.14, -0.11], [-0.02, -0.04, -0.01], [-0.03, -0.02, 0.04], [0.01, 0.08, -0.04], [0.00, -0.02, -0.01], [-0.01, 0.01, -0.03], [0.00, 0.13, 0.06], [-0.09, 0.05, -0.11], [-0.02, -0.04, -0.03], [-0.09, 0.02, -0.02], [-0.04, 0.04, 0.12], [0.01, -0.01, -0.02], [0.07, 0.00, -0.05], [-0.03, -0.01, 0.02], [-0.01, -0.11, -0.03], [-0.01, 0.01, 0.02], [-0.01, -0.11, 0.08], [-0.11, -0.03, -0.33], [-0.22, -0.30, 0.00], [-0.12, 0.08, 0.00], [0.36, -0.15, 0.03], [-0.13, -0.06, -0.11], [0.05, -0.01, 0.07], [0.03, -0.01, -0.01], [-0.01, 0.00, 0.00], [0.04, -0.02, -0.01], [-0.02, 0.02, 0.00], [-0.07, 0.07, -0.02], [0.01, 0.01, 0.00], [0.00, 0.02, 0.00], [0.00, -0.03, 0.00], [0.00, -0.01, 0.04], [0.00, -0.03, 0.00], [0.06, 0.06, -0.03], [-0.04, 0.03, -0.08], [0.05, 0.04, 0.04], [0.00, 0.02, -0.02], [-0.05, 0.03, 0.02], [0.02, -0.01, -0.05], [0.00, 0.00, 0.01], [0.00, -0.02, 0.04], [-0.01, -0.03, -0.01], [0.00, 0.04, 0.00], [0.00, 0.03, 0.00], [0.01, 0.01, 0.02], [0.00, -0.01, -0.02], [-0.01, -0.03, 0.01], [0.01, 0.02, 0.01], [-0.02, 0.01, -0.01], [0.00, 0.00, 0.00], [0.00, 0.00, 0.00], [-0.01, 0.01, 0.00], [0.02, -0.01, 0.00], [0.00, -0.01, 0.03], [0.00, 0.00, 0.00], [0.00, 0.00, 0.00], [0.00, 0.00, 0.00], [0.00, 0.01, -0.02], [0.00, -0.02, -0.02], [0.01, 0.00, -0.01], [0.05, 0.00, -0.03], [-0.04, 0.00, 0.02], [0.01, 0.02, -0.02], [0.00, 0.01, 0.00], [0.00, -0.01, 0.00], [0.00, 0.00, 0.00], [0.00, -0.01, 0.00], [0.00, 0.00, 0.01]], "lowdin_charge": [0.85, 0.06, -0.53, 0.02, -0.15, -0.12, -0.12, -0.80, -0.05, -0.16, 0.09, 0.13, 0.14, 0.13, 0.12, 0.55, -0.70, -0.13, -0.70, 0.62, -0.72, 0.62, -0.72, 0.60, -0.72, 0.59, -0.25, -0.35, -0.31, -0.54, 1.03, -0.38, -0.09, -0.09, -0.10, -0.08, -0.10, -0.37, -0.10, -0.10, -0.11, -0.08, -0.08, 1.01, -0.43, -0.10, -0.08, -0.08, -0.07, -0.12, -0.39, -0.11, -0.10, -0.11, -0.10, -0.10, 0.04, 0.04, 0.11, 0.09, 0.09, 0.10, 0.10, 0.09, 0.09, 0.09, 0.10, 0.09, 0.10, 0.10, 0.09, 0.11, 0.09, 0.10, 0.09, 0.09, 0.09, 0.09]}